Below is one molecule with the formula C3H8O4, with properties calculated with ωB97M-V/def2-TZVPD.

## Properties
- SMILES = CCO[C@H](O)OO
- HOMO energy (eV) = -10.0
- F_max (eV/Å) = 4.691
- relative energy (zero: lowest compared OMol25 entry of this formula, charge and spin) (kJ/mol) = 487.6
- Kohn-Sham gap (hartree) = 0.3958

Geometry as ORCA input:
```
! wB97M-V def2-TZVPD RIJCOSX def2/J DEFGRID3
* xyz 0 1
C -0.25 -1.12 -1.50
C 0.66 -1.19 -0.31
O 0.05 -0.24 0.93
C 0.26 1.01 0.46
O 1.59 1.43 0.44
O -0.70 1.82 1.59
O -2.03 1.35 1.35
H 0.08 -0.35 -2.21
H -0.29 -2.09 -2.00
H -1.26 -0.80 -1.20
H 1.71 -0.99 -0.52
H 0.61 -2.16 0.18
H -0.23 1.30 -0.48
H 1.83 1.48 1.37
H -2.02 0.54 1.89
*
```

***

Below is one molecule with the formula C3H8OS, with properties calculated with ωB97M-V/def2-TZVPD.

## Properties
- SMILES = OCCCS
- HOMO energy (eV) = -9.3
- F_max (eV/Å) = 2.960
- relative energy (zero: lowest compared OMol25 entry of this formula, charge and spin) (kJ/mol) = 89.4
- Kohn-Sham gap (hartree) = 0.3724

Geometry as ORCA input:
```
! wB97M-V def2-TZVPD RIJCOSX def2/J DEFGRID3
* xyz 0 1
O 2.34 -0.72 -0.02
C 0.96 -0.86 0.12
C 0.36 0.49 -0.35
C -1.08 0.60 0.28
S -2.15 -0.83 -0.12
H 2.48 0.16 -0.48
H 0.69 -1.71 -0.40
H 0.66 -1.11 1.13
H 1.13 1.13 0.17
H 0.32 0.70 -1.41
H -0.92 0.81 1.39
H -1.47 1.49 -0.17
H -3.31 -0.17 -0.15
*
```

***

Below is one molecule with the formula C3H8OS, with properties calculated with ωB97M-V/def2-TZVPD.

## Properties
- SMILES = OCCCS
- HOMO energy (eV) = -9.3
- F_max (eV/Å) = 2.732
- relative energy (zero: lowest compared OMol25 entry of this formula, charge and spin) (kJ/mol) = 118.5
- Kohn-Sham gap (hartree) = 0.3728

Geometry as ORCA input:
```
! wB97M-V def2-TZVPD RIJCOSX def2/J DEFGRID3
* xyz 0 1
O 2.08 -2.20 0.64
C 1.88 -0.78 0.48
C 0.48 -0.42 -0.16
C -0.38 0.80 0.30
S -2.00 1.30 -0.73
H 1.24 -2.65 0.86
H 1.90 -0.48 1.48
H 2.71 -0.35 -0.11
H 0.59 -0.31 -1.30
H 0.01 -1.43 -0.01
H 0.24 1.72 0.23
H -0.65 0.57 1.35
H -2.62 2.07 0.27
*
```

***

Below is a 2-piece molecular cluster, C3H8OS overall, with properties calculated with ωB97M-V/def2-TZVPD.

## Properties
- SMILES = C=O.CSC
- HOMO energy (eV) = -8.4
- F_max (eV/Å) = 4.322
- relative energy (zero: lowest compared OMol25 entry of this formula, charge and spin) (kJ/mol) = 145.8
- Kohn-Sham gap (hartree) = 0.3344

Geometry as ORCA input:
```
! wB97M-V def2-TZVPD RIJCOSX def2/J DEFGRID3
* xyz 0 1
C 2.53 -1.42 -0.42
O 2.92 -0.34 -0.85
H 1.92 -1.57 0.48
H 2.70 -2.28 -1.25
C 0.26 1.07 0.59
S -0.72 -0.31 0.04
C -2.42 0.16 -0.14
H 0.32 1.00 1.66
H -0.24 2.06 0.30
H 1.21 0.93 0.02
H -3.02 -0.77 -0.35
H -2.71 0.59 0.82
H -2.75 0.86 -0.90
*
```

***

Below is a 2-piece molecular cluster, C3H8OS overall, with properties calculated with ωB97M-V/def2-TZVPD.

## Properties
- HOMO energy (eV) = -9.3
- F_max (eV/Å) = 4.579
- relative energy (zero: lowest compared OMol25 entry of this formula, charge and spin) (kJ/mol) = 465.4
- Kohn-Sham gap (hartree) = 0.3568

Geometry as ORCA input:
```
! wB97M-V def2-TZVPD RIJCOSX def2/J DEFGRID3
* xyz 0 1
C -0.12 0.64 1.18
C -0.53 -0.40 0.13
C -0.15 -0.34 -1.49
H 0.35 -0.34 2.75
H -0.67 1.56 1.08
H 1.00 1.02 0.77
H -1.96 -0.06 -0.07
H -0.31 -1.47 0.85
H 0.01 -1.44 -2.22
H -1.11 0.20 -1.76
H 2.53 -0.30 -1.86
O -0.36 0.27 2.60
S 1.32 0.66 -1.95
*
```

***

Below is a 2-piece molecular cluster, C3H8OS2 overall, with properties calculated with ωB97M-V/def2-TZVPD.

## Properties
- SMILES = C=CO.CSS
- HOMO energy (eV) = -8.6
- F_max (eV/Å) = 2.596
- relative energy (zero: lowest compared OMol25 entry of this formula, charge and spin) (kJ/mol) = 256.4
- Kohn-Sham gap (hartree) = 0.3229

Geometry as ORCA input:
```
! wB97M-V def2-TZVPD RIJCOSX def2/J DEFGRID3
* xyz 0 1
C -4.82 -0.49 0.05
C -3.79 -1.17 0.55
O -2.65 -1.63 -0.08
H -5.78 -0.84 0.55
H -4.64 0.41 -0.59
H -3.89 -1.53 1.60
H -2.02 -2.12 0.52
C 2.21 0.54 1.50
S 1.65 1.50 0.04
S 2.45 -0.10 -1.13
H 3.30 0.58 1.76
H 2.16 -0.56 1.30
H 1.72 0.81 2.50
H 3.11 0.59 -2.01
*
```

***

Below is a 2-piece molecular cluster, C3H8OS2 overall, with properties calculated with ωB97M-V/def2-TZVPD.

## Properties
- HOMO energy (alpha / beta) (eV) = -13.9 / -13.6
- F_max (eV/Å) = 1.371
- relative energy (zero: lowest compared OMol25 entry of this formula, charge and spin) (kJ/mol) = 126.0
- Kohn-Sham gap (alpha / beta) (hartree) = 0.3160 / 0.1648

Geometry as ORCA input:
```
! wB97M-V def2-TZVPD RIJCOSX def2/J DEFGRID3
* xyz 1 2
C 1.29 0.24 1.97
S 1.73 -0.39 0.36
S 1.92 1.39 -0.70
H 0.48 0.96 1.96
H 2.21 0.75 2.30
H 1.09 -0.59 2.63
H 0.61 1.44 -0.98
O -1.79 -0.40 -2.84
C -1.07 -0.53 -1.90
C -1.50 -0.46 -0.45
H 0.01 -0.76 -2.06
H -2.34 -1.15 -0.37
H -1.88 0.48 -0.07
H -0.75 -0.98 0.16
*
```

***

Below is one molecule with the formula C3H8OSi, with properties calculated with ωB97M-V/def2-TZVPD.

## Properties
- SMILES = CC(C)[SiH]=O
- HOMO energy (eV) = -9.5
- F_max (eV/Å) = 4.386
- relative energy (zero: lowest compared OMol25 entry of this formula, charge and spin) (kJ/mol) = 250.1
- Kohn-Sham gap (hartree) = 0.3393

Geometry as ORCA input:
```
! wB97M-V def2-TZVPD RIJCOSX def2/J DEFGRID3
* xyz 0 1
C -0.58 0.15 1.29
C 0.09 0.36 -0.11
C -1.02 -0.08 -1.00
Si 1.92 -0.59 -0.38
O 2.67 0.38 -1.19
H -1.57 -0.16 1.14
H -0.58 0.95 1.96
H -0.07 -0.64 1.83
H 0.54 1.54 -0.29
H -1.79 -0.55 -0.49
H -0.75 -0.59 -1.88
H -1.51 0.92 -1.28
H 2.66 -1.69 0.40
*
```

***

Below is C3H8S as an isolated structure, with properties calculated with ωB97M-V/def2-TZVPD.

## Properties
- HOMO energy (eV) = -9.3
- F_max (eV/Å) = 1.136
- relative energy (zero: lowest compared OMol25 entry of this formula, charge and spin) (kJ/mol) = 332.4
- Kohn-Sham gap (hartree) = 0.2480

Geometry as ORCA input:
```
! wB97M-V def2-TZVPD RIJCOSX def2/J DEFGRID3
* xyz 0 1
C 0.13 1.23 0.01
C 0.48 -0.12 -0.60
S -2.63 0.65 0.42
C 0.27 -1.31 0.35
H -0.97 1.27 0.24
H 0.27 2.03 -0.71
H 0.65 1.43 0.95
H 1.48 -0.10 -1.04
H -0.18 -0.26 -1.46
H -0.58 -1.91 0.02
H 1.14 -1.96 0.47
H -0.07 -0.95 1.33
*
```

***

Below is one molecule with the formula C3H8S, with properties calculated with ωB97M-V/def2-TZVPD.

## Properties
- SMILES = CCCS
- HOMO energy (eV) = -9.0
- F_max (eV/Å) = 1.922
- relative energy (zero: lowest compared OMol25 entry of this formula, charge and spin) (kJ/mol) = 39.5
- Kohn-Sham gap (hartree) = 0.3680

Geometry as ORCA input:
```
! wB97M-V def2-TZVPD RIJCOSX def2/J DEFGRID3
* xyz 0 1
C -1.37 1.80 -0.98
C -0.98 0.44 -0.41
C 0.51 0.23 -0.10
S 1.03 -1.25 0.79
H -2.45 1.85 -1.07
H -0.93 1.83 -1.99
H -0.92 2.67 -0.50
H -1.58 0.25 0.49
H -1.34 -0.34 -1.09
H 0.97 1.13 0.31
H 0.86 0.15 -1.14
H -0.07 -1.92 1.23
*
```

***

Below is a 2-piece molecular cluster, C3H8S overall, with properties calculated with ωB97M-V/def2-TZVPD.

## Properties
- SMILES = C=CC.S
- HOMO energy (eV) = -9.7
- F_max (eV/Å) = 1.898
- relative energy (zero: lowest compared OMol25 entry of this formula, charge and spin) (kJ/mol) = 121.1
- Kohn-Sham gap (hartree) = 0.3900

Geometry as ORCA input:
```
! wB97M-V def2-TZVPD RIJCOSX def2/J DEFGRID3
* xyz 0 1
C -1.39 2.34 1.57
C -0.78 2.45 2.74
C -0.61 1.49 3.87
H -1.31 3.06 0.77
H -1.83 1.41 1.24
H -0.18 3.35 2.91
H 0.44 1.42 4.17
H -1.16 1.84 4.75
H -1.07 0.52 3.68
S 1.27 -2.75 -3.59
H 0.88 -1.60 -4.13
H 1.08 -3.76 -4.43
*
```

***

Below is one molecule with the formula C3H8S, with properties calculated with ωB97M-V/def2-TZVPD.

## Properties
- SMILES = CCCS
- HOMO energy (eV) = -9.0
- F_max (eV/Å) = 2.586
- relative energy (zero: lowest compared OMol25 entry of this formula, charge and spin) (kJ/mol) = 45.2
- Kohn-Sham gap (hartree) = 0.3691

Geometry as ORCA input:
```
! wB97M-V def2-TZVPD RIJCOSX def2/J DEFGRID3
* xyz 0 1
C -0.07 0.93 -1.15
C -0.48 -0.05 -0.09
C 0.76 -0.64 0.56
S 0.32 -1.47 2.06
H -0.91 1.24 -1.77
H 0.66 0.51 -1.88
H 0.26 1.89 -0.76
H -1.01 0.56 0.66
H -1.13 -0.84 -0.51
H 1.56 0.10 0.72
H 0.99 -1.44 -0.14
H -0.95 -0.79 2.29
*
```

***

Below is C3H8S as an isolated structure, with properties calculated with ωB97M-V/def2-TZVPD.

## Properties
- HOMO energy (alpha / beta) (eV) = -16.7 / -16.3
- F_max (eV/Å) = 2.883
- relative energy (zero: lowest compared OMol25 entry of this formula, charge and spin) (kJ/mol) = 412.4
- Kohn-Sham gap (alpha / beta) (hartree) = 0.2488 / 0.2598

Geometry as ORCA input:
```
! wB97M-V def2-TZVPD RIJCOSX def2/J DEFGRID3
* xyz 1 2
C 0.80 -0.16 -1.07
C 0.43 -0.47 0.43
S -2.59 0.08 -0.95
C -0.47 0.53 1.08
H 0.52 0.85 -1.37
H 0.30 -0.93 -1.66
H 1.87 -0.30 -1.19
H 1.39 -0.51 0.96
H -0.06 -1.43 0.31
H -0.84 0.22 2.05
H 0.03 1.50 1.11
H -1.37 0.62 0.30
*
```

***

Below is one molecule with the formula C3H8S2, with properties calculated with ωB97M-V/def2-TZVPD.

## Properties
- SMILES = CCSSC
- HOMO energy (eV) = -8.7
- F_max (eV/Å) = 3.749
- relative energy (zero: lowest compared OMol25 entry of this formula, charge and spin) (kJ/mol) = 113.2
- Kohn-Sham gap (hartree) = 0.3048

Geometry as ORCA input:
```
! wB97M-V def2-TZVPD RIJCOSX def2/J DEFGRID3
* xyz 0 1
C 1.49 1.19 -2.15
C 0.29 0.87 -1.25
S 0.98 -0.03 0.17
S -1.14 0.01 1.23
C -1.43 -1.67 0.94
H 1.30 1.85 -2.98
H 2.27 1.66 -1.54
H 1.89 0.28 -2.58
H -0.41 0.16 -1.72
H -0.36 1.75 -1.17
H -1.97 -1.93 0.01
H -1.99 -2.09 1.79
H -0.54 -2.29 0.83
*
```

***

Below is a 2-piece molecular cluster, C3H8S2 overall, with properties calculated with ωB97M-V/def2-TZVPD.

## Properties
- HOMO energy (eV) = -8.5
- F_max (eV/Å) = 8.746
- relative energy (zero: lowest compared OMol25 entry of this formula, charge and spin) (kJ/mol) = 517.6
- Kohn-Sham gap (hartree) = 0.3235

Geometry as ORCA input:
```
! wB97M-V def2-TZVPD RIJCOSX def2/J DEFGRID3
* xyz 0 1
C -2.20 -0.64 0.52
C 0.06 0.77 -0.01
C 1.73 0.53 -0.11
H -3.15 -1.18 -0.13
H -2.12 0.35 0.49
H -1.97 -1.45 1.36
H -0.35 0.90 1.12
H 0.06 1.73 -0.76
H 2.33 1.17 0.59
H 2.13 1.33 -1.28
H 1.88 -1.78 -1.26
S -0.89 -0.71 -0.63
S 2.50 -1.02 0.11
*
```

***

Below is a 2-piece molecular cluster, C3H9BrN overall, with properties calculated with ωB97M-V/def2-TZVPD.

## Properties
- HOMO energy (eV) = -14.4
- F_max (eV/Å) = 4.391
- relative energy (zero: lowest compared OMol25 entry of this formula, charge and spin) (kJ/mol) = 175.5
- Kohn-Sham gap (hartree) = 0.3591

Geometry as ORCA input:
```
! wB97M-V def2-TZVPD RIJCOSX def2/J DEFGRID3
* xyz 1 1
C -1.97 -0.75 1.24
C -0.46 -0.27 -0.53
C 2.42 0.87 -0.87
N -1.45 0.05 0.19
Br 1.74 0.38 0.83
H -1.18 -1.35 1.55
H -2.09 -0.14 2.10
H -2.83 -1.41 0.93
H 3.47 0.50 -0.99
H 0.01 0.24 -1.40
H 0.06 -1.18 -0.30
H 1.94 0.38 -1.74
H 2.51 1.93 -0.83
H -2.17 0.76 -0.15
*
```

***

Below is one molecule with the formula C3H9BrSSi, with properties calculated with ωB97M-V/def2-TZVPD.

## Properties
- HOMO energy (eV) = -7.4
- F_max (eV/Å) = 2.614
- relative energy (zero: lowest compared OMol25 entry of this formula, charge and spin) (kJ/mol) = 345.7
- Kohn-Sham gap (hartree) = 0.2613

Geometry as ORCA input:
```
! wB97M-V def2-TZVPD RIJCOSX def2/J DEFGRID3
* xyz 0 1
C -1.62 -0.86 0.85
C -0.45 1.60 -0.92
C 0.98 -1.32 -0.82
Si -0.15 -0.01 -0.02
S 3.31 1.64 1.86
Br 1.23 0.98 2.11
H -1.37 -1.89 0.94
H -1.61 -0.40 1.85
H -2.71 -0.67 0.44
H -1.51 1.75 -1.39
H -0.11 2.43 -0.31
H 0.41 1.58 -1.67
H 0.38 -2.11 -1.19
H 1.61 -0.82 -1.64
H 1.60 -1.89 -0.10
*
```

***

Below is a 2-piece molecular cluster, C3H9ClN2 overall, with properties calculated with ωB97M-V/def2-TZVPD.

## Properties
- HOMO energy (alpha / beta) (eV) = -6.7 / -6.7
- F_max (eV/Å) = 3.923
- relative energy (zero: lowest compared OMol25 entry of this formula, charge and spin) (kJ/mol) = 734.9
- Kohn-Sham gap (alpha / beta) (hartree) = 0.1488 / 0.1488

Geometry as ORCA input:
```
! wB97M-V def2-TZVPD RIJCOSX def2/J DEFGRID3
* xyz 0 1
C -1.37 1.09 -1.10
C -1.52 -0.09 0.92
C 2.25 -1.14 0.42
N -0.74 0.37 -0.16
N 2.51 -0.61 -0.87
Cl 2.00 0.96 -1.12
H -1.53 0.52 -2.02
H -2.35 1.65 -0.77
H -0.59 1.69 -1.45
H -1.30 0.44 1.80
H -2.50 0.14 0.73
H -1.33 -1.14 1.24
H 2.64 -2.10 0.46
H 2.69 -0.60 1.24
H 1.14 -1.19 0.71
*
```

***

Below is an isolated ion of composition C3H9ClNO2P2 and charge +1, with properties calculated with ωB97M-V/def2-TZVPD.

## Properties
- HOMO energy (eV) = -14.0
- F_max (eV/Å) = 4.484
- Kohn-Sham gap (hartree) = 0.3355

Geometry as ORCA input:
```
! wB97M-V def2-TZVPD RIJCOSX def2/J DEFGRID3
* xyz 1 1
C 0.16 1.27 2.32
C -0.58 0.47 1.13
O -1.48 -0.33 1.43
N -0.10 0.79 -0.23
C -1.09 1.56 -1.05
P 0.66 -0.53 -1.05
P 0.65 -2.44 0.03
O 1.80 -3.40 -0.84
Cl -1.21 -3.41 -0.25
H -0.32 2.31 2.35
H 1.23 1.43 1.95
H 0.10 0.73 3.31
H -0.67 2.62 -1.16
H -2.13 1.66 -0.57
H -1.15 1.12 -2.10
H 2.05 -0.18 -1.23
H 0.14 -0.78 -2.38
H 1.95 -2.91 -1.68
*
```

***

Below is a 2-piece molecular cluster, C3H9ClNPS overall, with properties calculated with ωB97M-V/def2-TZVPD.

## Properties
- HOMO energy (alpha / beta) (eV) = -8.2 / -8.2
- F_max (eV/Å) = 2.509
- relative energy (zero: lowest compared OMol25 entry of this formula, charge and spin) (kJ/mol) = 395.5
- Kohn-Sham gap (alpha / beta) (hartree) = 0.2277 / 0.2250

Geometry as ORCA input:
```
! wB97M-V def2-TZVPD RIJCOSX def2/J DEFGRID3
* xyz 0 1
C 1.21 -0.35 1.90
C -0.67 -1.11 -1.98
C 0.34 0.76 1.42
N -0.85 -0.34 -0.77
P -0.03 1.07 -0.38
S -2.48 2.98 -1.41
Cl 1.82 0.80 -1.19
H 1.31 -0.14 2.97
H 0.69 -1.37 1.75
H 2.06 -0.48 1.26
H -0.38 -2.11 -1.63
H -1.55 -0.97 -2.73
H 0.11 -0.59 -2.63
H 0.72 1.72 1.73
H -0.56 0.68 1.97
H -1.75 -0.56 -0.29
*
```